Entry from OMol25: a structure of composition C18H14F6N6O8RhS2 (ωB97M-V/def2-TZVPD).

- charge = +1
- highest occupied orbital energy (spin up / spin down) (eV) = -12.5 / -12.5
- M (g mol⁻¹) = 723.4
- HOMO-LUMO gap (spin up / spin down) (hartree) = 0.2709 / 0.2709
- relative energy (zero: lowest compared OMol25 entry of this formula, charge and spin) (kcal per mole) = 23.2

Element x y z (Å)
Rh1 0.33 -0.16 0.06
F1 0.12 -4.76 2.83
C1 -0.99 -4.04 2.91
F2 -1.00 -3.37 4.06
F3 -2.04 -4.82 2.85
S1 -0.99 -2.85 1.51
O1 0.14 -1.98 1.76
O2 -0.99 -3.64 0.32
N1 -2.33 -2.04 1.74
S2 -2.46 -0.50 1.67
O3 -1.18 0.28 1.47
O4 -3.54 -0.06 0.85
C2 -2.86 0.00 3.39
F4 -2.94 1.33 3.43
F5 -4.01 -0.53 3.75
F6 -1.90 -0.41 4.19
N2 2.76 1.26 -0.91
C3 1.89 2.18 -0.36
C4 2.10 3.55 -0.53
C5 1.31 4.43 0.16
C6 0.34 3.95 1.02
C7 0.13 2.60 1.10
N3 0.86 1.73 0.37
C8 3.23 0.13 -0.20
C9 4.53 -0.29 -0.43
C10 4.99 -1.40 0.23
C11 4.16 -2.06 1.11
C12 2.88 -1.60 1.28
N4 2.41 -0.51 0.63
H1 3.45 1.66 -1.52
H2 2.92 3.89 -1.15
H3 1.47 5.50 0.05
H4 -0.27 4.62 1.62
H5 -0.63 2.18 1.74
H6 5.16 0.26 -1.12
H7 6.00 -1.76 0.06
H8 4.48 -2.94 1.65
H9 2.18 -2.09 1.92
C13 -2.71 2.15 -0.70
C14 -2.16 1.07 -1.55
N5 -1.09 0.30 -1.32
C15 -0.91 -0.51 -2.42
C16 -1.89 -0.25 -3.32
N6 -2.65 0.74 -2.76
C17 -2.27 -0.74 -4.68
O5 -1.56 -1.72 -5.19
O6 -3.22 -0.22 -5.22
C18 0.21 -1.43 -2.42
O7 0.46 -2.17 -3.35
O8 0.93 -1.38 -1.30
H10 -2.37 2.05 0.32
H11 -3.80 2.10 -0.70
H12 -2.41 3.12 -1.10
H13 -3.45 1.14 -3.22
H14 -0.84 -2.01 -4.57


Entry from OMol25: a cluster of 11 separate species, C52H79ClO34 in total in a non-equilibrium geometry (ωB97M-V/def2-TZVPD).

- highest occupied orbital energy (eV) = -9.5
- M (g mol⁻¹) = 1283.6
- SMILES = C#CCc1c(Cl)ccc2c1C(=O)c1cc(COCCOCC)ccc1C2=O.COC(=O)OC.COC(=O)OC.COC(=O)OC.COC(=O)OC.COC(=O)OC.COC(=O)OC.COC(=O)OC.COC(=O)OC.COC(=O)OC.COC(=O)OC
- HOMO-LUMO gap (hartree) = 0.3200
- relative energy (zero: lowest compared OMol25 entry of this formula, charge and spin) (kcal per mole) = 0.0

Element x y z (Å)
C1 -3.34 -3.61 -3.02
C2 -2.29 -3.14 -2.67
C3 -1.04 -2.36 -2.31
C4 -1.12 -1.00 -3.03
C5 -0.63 -0.88 -4.35
Cl1 0.10 -2.28 -5.16
C6 -0.71 0.33 -5.10
C7 -1.29 1.47 -4.50
C8 -1.76 1.38 -3.17
C9 -1.68 0.17 -2.44
C10 -2.20 0.16 -0.98
O1 -2.82 -0.77 -0.52
C11 -1.88 1.44 -0.20
C12 -1.48 1.45 1.15
C13 -1.18 2.69 1.76
C14 -0.68 2.85 3.22
O2 0.75 2.82 3.20
C15 1.34 4.11 3.24
C16 2.22 4.38 1.96
O3 1.56 5.32 1.11
C17 2.32 5.56 -0.07
C18 1.34 6.14 -1.15
C19 -1.31 3.90 1.02
C20 -1.72 3.91 -0.35
C21 -1.98 2.66 -0.93
C22 -2.38 2.58 -2.42
O4 -3.09 3.40 -2.94
H1 -4.31 -3.71 -3.51
H2 -0.14 -2.90 -2.67
H3 -0.93 -2.26 -1.22
H4 -0.32 0.36 -6.12
H5 -1.41 2.44 -5.00
H6 -1.40 0.52 1.73
H7 -1.11 3.76 3.68
H8 -1.04 2.00 3.85
H9 0.62 4.96 3.30
H10 2.03 4.15 4.11
H11 3.18 4.86 2.28
H12 2.38 3.39 1.48
H13 2.75 4.63 -0.51
H14 3.10 6.34 0.08
H15 0.78 5.33 -1.66
H16 0.65 6.90 -0.71
H17 1.95 6.65 -1.93
H18 -1.07 4.86 1.50
H19 -1.82 4.86 -0.90
C23 -1.85 -9.93 -2.58
O5 -2.13 -9.10 -1.45
C24 -3.12 -8.22 -1.63
O6 -3.76 -8.09 -2.64
O7 -3.26 -7.53 -0.50
C25 -4.30 -6.54 -0.55
H20 -1.04 -10.59 -2.32
H21 -2.73 -10.53 -2.84
H22 -1.54 -9.32 -3.44
H23 -5.27 -7.01 -0.72
H24 -4.09 -5.80 -1.31
H25 -4.32 -6.05 0.42
C26 2.25 8.27 2.04
O8 2.53 9.59 1.57
C27 3.42 10.25 2.32
O9 3.97 9.84 3.30
O10 3.59 11.46 1.77
C28 4.53 12.30 2.46
H26 1.52 7.83 1.37
H27 3.15 7.66 2.03
H28 1.82 8.30 3.04
H29 5.52 11.85 2.47
H30 4.19 12.49 3.48
H31 4.58 13.25 1.93
C29 -7.70 -13.25 -5.01
O11 -7.51 -11.94 -5.54
C30 -6.64 -11.19 -4.85
O12 -6.05 -11.53 -3.86
O13 -6.56 -10.00 -5.45
C31 -5.66 -9.09 -4.81
H32 -8.42 -13.75 -5.65
H33 -6.77 -13.81 -5.02
H34 -8.11 -13.19 -4.00
H35 -4.64 -9.49 -4.81
H36 -5.98 -8.87 -3.79
H37 -5.66 -8.16 -5.38
C32 -3.38 -12.81 -0.03
O14 -2.17 -13.30 -0.61
C33 -1.75 -14.46 -0.11
O15 -2.29 -15.10 0.76
O16 -0.61 -14.80 -0.73
C34 -0.05 -16.03 -0.29
H38 -3.62 -11.87 -0.51
H39 -4.20 -13.51 -0.20
H40 -3.25 -12.63 1.04
H41 -0.73 -16.86 -0.48
H42 0.21 -15.98 0.77
H43 0.86 -16.20 -0.86
C35 2.27 16.86 1.77
O17 3.60 16.52 1.37
C36 4.23 17.49 0.70
O18 3.78 18.57 0.42
O19 5.45 17.05 0.39
C37 6.25 17.98 -0.33
H44 1.86 16.00 2.30
H45 2.27 17.72 2.44
H46 1.64 17.06 0.89
H47 6.42 18.88 0.26
H48 5.79 18.23 -1.28
H49 7.21 17.51 -0.52
C38 3.84 -18.33 3.83
O20 3.14 -17.52 4.77
C39 1.92 -17.16 4.39
O21 1.39 -17.45 3.35
O22 1.38 -16.41 5.35
C40 0.06 -15.95 5.07
H50 4.81 -18.56 4.25
H51 3.31 -19.26 3.65
H52 3.98 -17.79 2.89
H53 -0.63 -16.79 4.94
H54 0.05 -15.32 4.18
H55 -0.27 -15.36 5.92
C41 4.23 20.16 5.07
O23 3.15 20.82 5.73
C42 1.96 20.23 5.56
O24 1.76 19.23 4.92
O25 1.05 20.94 6.22
C43 -0.28 20.43 6.12
H56 5.14 20.72 5.28
H57 4.35 19.15 5.45
H58 4.07 20.14 3.99
H59 -0.33 19.43 6.55
H60 -0.61 20.42 5.09
H61 -0.93 21.09 6.70
C44 10.36 10.17 -0.70
O26 9.17 9.38 -0.62
C45 8.18 9.96 0.07
O27 8.22 11.05 0.59
O28 7.14 9.13 0.07
C46 6.00 9.63 0.77
H62 11.08 9.60 -1.28
H63 10.16 11.11 -1.22
H64 10.77 10.36 0.29
H65 5.63 10.55 0.31
H66 6.24 9.79 1.82
H67 5.22 8.87 0.71
C47 -4.17 -11.57 5.98
O29 -3.31 -11.44 4.86
C48 -3.46 -10.30 4.18
O30 -4.23 -9.41 4.45
O31 -2.60 -10.31 3.16
C49 -2.64 -9.13 2.34
H68 -3.96 -12.53 6.45
H69 -3.98 -10.78 6.71
H70 -5.22 -11.55 5.67
H71 -2.38 -8.25 2.92
H72 -3.62 -9.02 1.89
H73 -1.90 -9.26 1.55
C50 -4.44 -5.04 -9.86
O32 -4.25 -5.23 -8.46
C51 -2.99 -5.01 -8.05
O33 -2.07 -4.69 -8.74
O34 -2.96 -5.22 -6.73
C52 -1.67 -5.02 -6.14
H74 -5.48 -5.24 -10.08
H75 -4.22 -4.01 -10.15
H76 -3.82 -5.74 -10.43
H77 -1.33 -3.99 -6.28
H78 -0.94 -5.72 -6.56
H79 -1.76 -5.21 -5.07


Entry from OMol25: an isolated molecule of C6H11N in a non-equilibrium geometry (ωB97M-V/def2-TZVPD).

- highest occupied orbital energy (eV) = -8.5
- M (g mol⁻¹) = 97.2
- SMILES = C[C@@H]1C[C@H]2C[C@H]2N1
- HOMO-LUMO gap (hartree) = 0.3518
- relative energy (zero: lowest compared OMol25 entry of this formula, charge and spin) (kcal per mole) = 109.2

Element x y z (Å)
C1 -1.14 1.46 0.12
C2 -1.26 0.02 0.21
C3 -0.19 -0.40 1.06
C4 1.11 -0.26 0.47
C5 1.54 -1.37 -0.46
C6 0.92 -0.16 -0.98
N1 -0.62 -0.24 -1.23
H1 -1.27 1.84 1.35
H2 -2.02 1.88 -0.46
H3 -0.07 1.75 -0.37
H4 -2.36 -0.36 0.35
H5 -0.19 -0.14 2.12
H6 -0.11 -1.57 1.33
H7 2.07 0.30 0.88
H8 0.77 -2.15 -0.18
H9 2.44 -1.77 -0.85
H10 1.32 0.52 -1.70
H11 -0.94 0.65 -1.66


Entry from OMol25: a structure of composition C2H5PSi in a non-equilibrium geometry (ωB97M-V/def2-TZVPD).

- highest occupied orbital energy (spin up / spin down) (eV) = -7.8 / -9.4
- M (g mol⁻¹) = 88.1
- HOMO-LUMO gap (spin up / spin down) (hartree) = 0.2727 / 0.3236
- relative energy (zero: lowest compared OMol25 entry of this formula, charge and spin) (kcal per mole) = 64.2

Element x y z (Å)
C1 0.02 0.29 0.71
C2 0.14 -0.01 -0.87
Si1 -1.47 -0.49 0.08
P1 1.33 -0.89 0.23
H1 0.15 1.25 1.24
H2 0.53 0.66 -1.49
H3 -1.78 -1.89 0.42
H4 -2.48 0.51 -0.29
H5 3.55 0.58 -0.03


Entry from OMol25: a cluster of 2 separate species, C11H11N in total in a non-equilibrium geometry (ωB97M-V/def2-TZVPD).

- highest occupied orbital energy (eV) = -9.0
- M (g mol⁻¹) = 157.2
- SMILES = c1ccccc1.c1ccncc1
- HOMO-LUMO gap (hartree) = 0.3536
- relative energy (zero: lowest compared OMol25 entry of this formula, charge and spin) (kcal per mole) = 89.2

Element x y z (Å)
C1 3.41 -0.20 -0.74
C2 3.05 1.01 -0.63
C3 2.03 1.26 0.25
C4 1.26 0.24 0.90
C5 1.64 -1.04 0.64
C6 2.64 -1.26 -0.28
H1 4.25 -0.36 -1.38
H2 3.54 1.73 -1.20
H3 1.62 2.24 0.14
H4 0.28 0.49 1.36
H5 1.05 -1.78 0.99
H6 2.80 -2.31 -0.57
C7 -2.55 1.38 -0.11
C8 -1.56 0.88 0.74
C9 -1.34 -0.49 0.75
N1 -2.09 -1.39 0.09
C10 -3.03 -0.94 -0.72
C11 -3.33 0.40 -0.74
H7 -2.75 2.48 -0.47
H8 -1.07 1.56 1.57
H9 -0.56 -1.06 1.38
H10 -3.89 -1.49 -1.27
H11 -3.99 0.83 -1.55


Entry from OMol25: a structure of composition C5H15ClHgO6P in a non-equilibrium geometry (ωB97M-V/def2-TZVPD).

- charge = +1
- highest occupied orbital energy (eV) = -13.2
- M (g mol⁻¹) = 438.2
- HOMO-LUMO gap (hartree) = 0.1428

Element x y z (Å)
Hg1 -2.99 -0.63 -4.01
Cl1 -1.67 -1.28 -2.24
C1 1.87 0.29 2.45
O1 1.44 1.07 1.37
P1 2.18 1.15 -0.08
O2 3.67 1.05 -0.03
O3 1.56 2.51 -0.72
C2 2.31 3.51 -1.35
O4 1.52 -0.04 -0.97
C3 0.09 -0.20 -0.94
H1 1.04 -0.27 2.88
H2 2.16 1.05 3.18
H3 2.68 -0.40 2.21
H4 1.89 4.48 -1.07
H5 2.12 3.44 -2.42
H6 3.36 3.29 -1.13
H7 -0.25 -1.02 -0.31
H8 -0.14 -0.54 -1.95
H9 -0.47 0.70 -0.66
C4 -2.59 -2.56 0.99
C5 -1.91 -1.23 0.99
O5 -2.41 -0.28 0.11
O6 -2.56 -3.14 -0.31
H10 -3.61 -2.40 1.33
H11 -2.18 -3.33 1.65
H12 -0.86 -1.31 0.70
H13 -1.94 -0.94 2.04
H14 -2.04 -0.45 -0.76
H15 -2.25 -2.53 -0.99


Among the records above, which one has the highest M?
C52H79ClO34


Which value of M does entry 6 give?
438.2 g mol⁻¹


What is the M in the sixth record?
438.2 g mol⁻¹


What is the formula in the sixth record?
C5H15ClHgO6P